# 1
This record from the Open Molecules 2025 dataset describes a molecular structure, C31H34AlBr3CaClMgN3O14P2 in a non-equilibrium geometry. The level of theory is the ωB97M-V functional and the def2-TZVPD basis.

Output
Electronic energy: -12403.43867 Eh
Total charge: +2

Structure (XYZ):
```
91
Properties=species:S:1:pos:R:3:forces:R:3
N -0.653 1.276 -2.781 2.047 -1.862 2.250
C -1.522 1.988 -3.030 -2.342 4.904 -3.503
O -2.201 2.967 -3.630 3.358 -4.051 0.782
N -3.404 3.099 -2.865 -4.038 -0.529 1.999
P -4.541 1.935 -3.456 1.871 1.151 -0.672
O -6.046 2.619 -3.008 0.568 -0.933 0.395
O -4.366 0.486 -2.568 -0.456 0.808 0.402
H -6.645 1.898 -2.751 0.455 0.189 0.483
H -3.947 -0.187 -3.125 -0.304 0.266 -0.040
C -4.264 -2.816 0.042 0.529 -0.518 0.236
C -4.551 -1.524 0.746 0.393 0.177 0.618
O -5.415 -0.856 -0.174 -0.513 -0.395 -0.375
C -5.999 -1.803 -0.942 0.380 0.374 0.473
O -6.902 -1.585 -1.707 0.744 2.335 1.851
O -5.444 -3.013 -0.749 -0.468 0.691 -0.292
H -4.113 -3.640 0.734 -0.142 -0.083 -0.224
H -3.401 -2.750 -0.624 -0.064 -0.030 -0.007
H -5.081 -1.668 1.691 -0.023 0.015 -0.067
H -3.651 -0.939 0.933 -0.139 0.115 -0.100
Mg 0.877 0.576 -1.488 0.014 -0.848 -0.762
O 5.017 -3.539 -0.381 -0.174 -0.573 -0.255
P 3.602 -3.372 -0.916 -0.750 2.030 -0.269
O 3.289 -1.887 -1.120 -0.642 1.163 -0.058
O 2.634 -3.992 0.084 0.180 -0.711 -0.197
O 3.481 -4.125 -2.238 0.280 -0.641 0.562
C -5.032 1.741 -7.644 1.270 -0.362 0.098
Br -3.706 3.131 -7.738 -0.463 -0.292 0.142
Br -4.714 0.485 -6.209 -0.441 -0.421 -1.284
Br -6.830 2.474 -7.510 -0.568 0.269 0.045
H -4.977 1.180 -8.572 -0.364 0.165 0.026
Al -8.101 1.490 -5.304 0.992 0.248 -0.237
C 3.378 -1.366 2.456 0.036 0.040 0.013
C 2.027 -1.552 2.167 -0.097 0.159 -0.077
C 1.058 -0.922 2.937 0.041 0.234 -0.226
C 1.433 -0.113 4.006 0.160 0.052 0.085
C 2.784 0.054 4.310 -0.031 -0.126 -0.130
C 3.756 -0.566 3.524 -0.009 -0.084 -0.088
C 3.199 0.874 5.477 0.613 0.068 0.168
O 4.374 1.022 5.739 -0.077 0.002 -0.041
C 2.150 1.500 6.320 -0.188 0.050 0.106
C 2.519 2.223 7.450 -0.001 0.102 0.143
C 1.547 2.823 8.237 -0.053 -0.044 -0.090
C 0.202 2.711 7.894 0.051 -0.033 -0.032
C -0.171 1.986 6.772 -0.078 0.091 0.164
C 0.800 1.370 5.987 0.036 0.018 0.049
C 0.388 0.569 4.810 0.107 0.227 -0.035
O -0.789 0.465 4.509 0.075 0.844 -0.141
H 4.134 -1.851 1.848 -0.058 0.028 0.016
H 1.732 -2.188 1.340 0.094 -0.074 0.072
H 0.008 -1.066 2.706 0.652 0.323 0.280
H 4.806 -0.428 3.749 -0.106 0.063 0.128
H 3.563 2.317 7.720 -0.026 -0.084 -0.157
H 1.836 3.382 9.119 -0.008 -0.029 -0.052
H -0.555 3.186 8.506 0.040 -0.026 -0.033
H -1.219 1.898 6.512 0.088 -0.076 -0.093
Cl -7.718 -3.217 -3.113 -2.947 -0.922 -2.536
Ca -9.556 -1.436 -3.181 1.914 -1.892 0.639
C -2.220 -3.311 6.964 0.021 0.057 0.038
C -2.654 -4.371 6.177 0.035 0.116 -0.044
C -2.552 -4.297 4.796 -0.153 -0.329 -0.111
C -2.010 -3.158 4.216 -0.037 -0.053 0.688
C -1.580 -2.091 4.993 0.095 -0.214 -0.245
C -1.688 -2.171 6.373 -0.102 -0.230 -0.027
N -1.878 -3.086 2.761 -0.179 -0.493 0.356
O -2.280 -4.028 2.100 0.093 0.290 -0.001
O -1.368 -2.086 2.284 -0.869 -0.270 -0.575
H -2.295 -3.374 8.043 -0.003 -0.008 -0.058
H -3.069 -5.257 6.642 0.024 0.033 -0.071
H -2.893 -5.128 4.192 0.090 0.103 -0.078
H -1.161 -1.199 4.543 -0.345 -0.560 -0.044
H -1.353 -1.347 6.990 0.009 0.018 -0.068
C 6.456 4.017 -6.319 0.144 -0.103 -0.008
C 5.903 2.695 -6.838 -0.063 0.122 -0.019
C 4.404 2.526 -6.588 -0.039 -0.146 -0.084
C 3.988 2.505 -5.116 0.107 0.151 0.113
C 4.657 1.425 -4.264 -0.240 -0.034 -0.128
C 4.329 0.008 -4.719 0.243 -0.038 0.177
H 6.356 4.100 -5.235 -0.005 0.046 -0.012
H 7.518 4.100 -6.556 -0.057 0.067 0.033
H 5.941 4.863 -6.780 -0.001 0.000 0.050
H 6.461 1.864 -6.397 -0.039 -0.006 -0.022
H 6.080 2.644 -7.916 -0.014 -0.067 0.051
H 4.069 1.605 -7.074 -0.014 0.020 0.031
H 3.867 3.340 -7.086 0.031 -0.004 0.011
H 2.899 2.373 -5.066 -0.018 -0.023 -0.015
H 4.191 3.482 -4.665 -0.007 -0.006 -0.046
H 4.319 1.543 -3.226 0.115 0.041 0.049
H 5.741 1.564 -4.250 -0.046 0.037 0.033
H 3.248 -0.168 -4.701 -0.002 -0.040 -0.084
H 4.800 -0.719 -4.054 -0.108 -0.047 -0.055
H 4.692 -0.186 -5.729 -0.084 0.004 0.013
```
Forces are in eV/Å.

# 2
This record from the Open Molecules 2025 dataset describes a molecular structure, C3H6O3Y in a non-equilibrium geometry. The level of theory is the ωB97M-V functional and the def2-TZVPD basis.

Output
ΔE to the lowest compared entry with this formula, charge and spin: 0.0 kJ/mol
Electronic energy: -380.59811 Eh
Total charge: +3

Structure (XYZ):
```
13
Properties=species:S:1:pos:R:3:forces:R:3
H -1.211 1.306 1.079 -0.084 -0.220 0.001
C -1.608 0.372 0.664 1.302 -0.133 0.397
C -0.974 0.034 -0.659 -5.351 -1.341 -1.146
H -2.682 0.524 0.498 0.087 -0.158 -0.231
H -1.493 -0.438 1.394 -0.281 0.127 -0.106
H -0.904 0.890 -1.337 1.608 -0.250 0.178
H -1.592 -0.620 -1.280 -0.031 -0.387 0.576
O 1.092 0.736 -0.520 5.294 2.860 -0.980
C 1.233 -0.529 -0.464 -4.278 0.277 3.476
O 0.200 -1.223 -0.437 1.568 1.437 -1.417
O 2.330 -0.803 0.254 2.449 -0.198 -0.342
Y 3.264 1.402 0.087 -2.435 -1.101 -0.498
H 2.344 -1.652 0.723 0.152 -0.913 0.091
```
Forces are in eV/Å.

# 3
This record from the Open Molecules 2025 dataset describes a molecular structure, C32H32B4MnO44 in a non-equilibrium geometry. The level of theory is the ωB97M-V functional and the def2-TZVPD basis.

Output
2S+1: 6
Electronic energy: -5800.85106 Eh
Total charge: -2

Structure (XYZ):
```
113
Properties=species:S:1:pos:R:3:forces:R:3
Mn -0.105 0.339 0.106 0.057 0.539 0.284
O -0.711 4.286 3.538 0.337 0.510 0.373
C -1.812 3.938 3.242 -1.117 -0.696 -0.421
O -2.986 4.375 3.665 0.691 0.160 0.099
B -4.081 3.606 3.026 -0.151 0.407 0.553
O -3.414 2.634 2.153 0.027 -0.318 0.001
C -2.121 2.797 2.233 0.342 -0.184 -0.021
O -1.284 2.178 1.634 0.350 0.000 -0.229
O -4.931 4.478 2.221 -0.328 0.116 -0.194
C -6.202 4.286 2.566 0.310 -0.270 0.283
O -7.161 4.823 2.104 -0.103 0.109 -0.217
C -6.194 3.280 3.753 -1.110 0.526 0.529
O -4.945 3.014 4.064 0.562 -0.185 -0.644
O -7.179 2.948 4.352 0.316 -0.134 -0.247
O -5.636 -3.164 5.748 -0.092 0.166 -0.080
C -5.190 -2.285 5.068 0.071 -0.410 0.862
O -4.271 -2.448 4.121 -0.121 0.066 -0.546
B -4.281 -1.214 3.320 0.110 0.280 0.836
O -4.781 -0.188 4.232 -0.257 0.492 -0.343
C -5.440 -0.752 5.230 0.557 -0.542 0.019
O -5.981 -0.222 6.148 -0.231 0.030 -0.048
O -5.149 -1.383 2.147 -0.534 -0.086 0.206
C -4.475 -1.228 1.054 -0.199 -0.666 -1.088
O -4.890 -1.430 -0.063 0.405 0.190 0.387
C -3.048 -0.804 1.449 -0.049 1.247 1.044
O -2.979 -0.829 2.767 0.213 -0.425 -0.291
O -2.201 -0.338 0.739 -0.173 -0.590 -0.597
O 8.219 1.445 -0.598 -0.094 0.195 0.370
C 7.252 0.745 -0.567 -0.075 0.239 -0.626
O 6.297 0.710 0.346 -0.379 0.356 1.309
B 5.329 -0.359 0.104 1.081 -0.174 -1.296
O 5.773 -0.893 -1.224 -0.543 0.200 0.079
C 6.890 -0.301 -1.616 0.548 -1.640 0.249
O 7.616 -0.700 -2.480 -0.152 0.553 -0.355
O 3.936 0.105 0.012 0.282 0.345 -0.158
C 3.170 -0.855 0.435 -0.982 -0.025 0.170
O 1.963 -0.897 0.322 0.772 -0.277 0.162
C 4.048 -1.889 1.188 0.087 0.542 -0.474
O 5.310 -1.474 1.071 -0.531 -0.069 0.250
O 3.608 -2.835 1.758 0.193 -0.411 0.318
O 5.359 -2.700 -5.920 0.508 -0.085 0.204
C 4.327 -2.278 -5.506 -0.341 -0.112 -0.671
O 4.127 -1.252 -4.696 -0.092 0.039 0.438
B 2.693 -0.975 -4.599 0.208 0.111 -0.800
O 2.042 -1.980 -5.444 -0.654 -0.172 0.178
C 2.938 -2.793 -5.982 0.546 0.534 0.550
O 2.741 -3.715 -6.707 -0.282 -0.365 -0.280
O 2.391 0.384 -5.130 0.224 0.029 0.171
C 1.910 1.147 -4.179 -0.039 0.005 -0.207
O 1.681 2.321 -4.261 -0.001 -0.009 0.153
C 1.641 0.226 -2.960 -0.096 -0.333 -0.122
O 2.144 -0.959 -3.235 0.076 0.019 0.315
O 0.990 0.495 -1.988 0.036 0.429 -0.062
C -0.946 -5.669 -0.460 0.104 1.429 0.573
C 0.400 -4.935 -0.593 -0.402 -1.154 -1.333
O 0.272 -3.556 -0.242 0.067 0.032 1.087
C -0.278 -2.680 -1.046 1.037 -1.198 -1.627
O -0.473 -1.538 -0.763 -0.580 0.387 0.139
O -0.468 -3.195 -2.264 -0.548 0.373 0.419
C -0.929 -2.322 -3.294 0.584 -0.125 -1.465
H -0.851 -6.741 -0.328 0.004 -0.011 -0.068
H -1.585 -5.394 -1.299 0.135 -0.398 -0.237
H -1.453 -5.200 0.388 -0.006 -0.517 0.307
H 0.704 -5.057 -1.633 0.209 0.432 0.010
H 1.219 -5.363 -0.023 -0.210 0.294 0.577
H -1.016 -2.986 -4.154 -0.442 -0.021 0.090
H -0.153 -1.633 -3.631 0.020 0.095 0.609
H -1.855 -1.784 -3.115 -0.069 -0.215 0.486
C -0.076 -4.308 3.186 0.065 -0.452 -0.149
C -0.531 -2.887 3.122 0.028 1.072 -0.804
O 0.562 -2.047 3.561 0.398 -0.433 1.035
C 0.810 -0.871 3.053 -0.967 0.586 0.025
O 0.205 -0.315 2.157 -0.015 -0.262 0.003
O 1.762 -0.294 3.756 0.374 -0.586 0.006
C 2.282 0.948 3.329 0.700 0.998 0.197
H 0.644 -4.499 2.389 0.013 -0.189 0.123
H -0.935 -4.976 3.108 -0.029 0.057 -0.328
H 0.368 -4.561 4.150 0.157 0.292 -0.003
H -1.423 -2.726 3.720 0.152 0.317 0.328
H -0.726 -2.490 2.123 -0.371 -0.670 -0.172
H 3.259 1.000 3.809 -0.036 0.080 -0.010
H 1.682 1.791 3.678 -0.248 -0.209 0.059
H 2.425 1.088 2.259 -0.285 -0.588 -0.001
C -5.022 -0.258 -2.850 -0.019 -0.558 -0.732
C -3.823 0.179 -2.102 0.316 0.678 1.231
O -3.107 1.152 -2.902 -0.130 0.418 -0.046
C -2.066 1.733 -2.325 0.253 -1.475 -0.776
O -1.546 1.340 -1.310 0.066 0.358 0.883
O -1.598 2.660 -3.122 -0.101 0.573 -0.555
C -0.626 3.544 -2.606 0.674 1.632 0.981
H -5.667 -0.796 -2.157 -0.065 0.073 -0.186
H -4.744 -0.919 -3.677 -0.206 0.059 -0.063
H -5.512 0.631 -3.247 -0.209 -0.130 -0.016
H -3.128 -0.583 -1.755 -0.145 -0.120 -0.220
H -4.197 0.675 -1.202 0.431 0.148 -0.001
H -0.818 4.550 -2.988 -0.382 -0.232 -0.301
H 0.415 3.348 -2.858 -0.318 -0.794 -0.159
H -0.716 3.649 -1.522 -0.039 -0.349 0.022
C 4.664 2.719 -2.580 -0.675 0.271 0.348
C 4.046 3.286 -1.309 1.362 0.614 -0.053
O 2.900 2.487 -0.991 0.272 0.254 -0.228
C 2.213 2.730 0.095 -0.297 0.942 -0.666
O 1.320 2.009 0.454 -0.680 -0.475 0.493
O 2.507 3.894 0.660 0.921 0.009 -0.079
C 1.603 4.449 1.604 -0.962 0.348 0.346
H 4.661 1.636 -2.461 0.331 -0.079 -0.370
H 5.656 3.128 -2.761 0.165 -0.214 0.280
H 4.062 3.019 -3.438 -0.119 -0.306 -0.004
H 3.867 4.358 -1.416 -0.836 -0.136 -0.145
H 4.747 3.275 -0.471 0.007 -0.547 0.040
H 1.788 5.520 1.672 0.262 -0.073 -0.301
H 1.691 4.061 2.617 0.111 -0.440 -0.211
H 0.586 4.299 1.245 -0.011 -0.123 0.240
```
Forces are in eV/Å.

# 4
This record from the Open Molecules 2025 dataset describes a single C2H5NS2 molecule in a non-equilibrium geometry. The level of theory is the ωB97M-V functional and the def2-TZVPD basis.

Output
ΔE to the lowest compared entry with this formula, charge and spin: 0.0 kJ/mol
2S+1: 3
Electronic energy: -930.21136 Eh

Structure (XYZ):
```
10
Properties=species:S:1:pos:R:3:forces:R:3
C -0.404 -0.098 0.120 -0.601 -0.877 -1.257
C 0.388 -0.886 1.160 -1.746 1.655 0.827
N 0.191 1.848 -1.488 -0.540 2.926 -0.314
S -1.952 -1.026 -0.259 0.531 0.522 0.381
S 0.382 0.331 -1.489 0.843 -3.847 0.153
H -0.583 0.922 0.331 -0.792 1.001 1.207
H -0.278 -1.057 2.085 1.450 0.497 -1.241
H 1.337 -0.388 1.275 0.205 0.247 0.785
H 0.595 -1.792 0.720 0.526 -2.449 -0.697
H 0.324 2.145 -2.455 0.124 0.325 0.156
```
Forces are in eV/Å.

Which of these has the highest electronic energy?
C3H6O3Y

Among the records above, which one has the highest electronic energy?
C3H6O3Y